Entry from OMol25: the molecule C4H7NO (ωB97M-V with the def2-TZVPD basis set).

As for the multiplicity: 1. The charge is 0. The value obtained for the HOMO-LUMO gap is 10.456 eV. Its total energy is -286.57037 a.u. Its structure (SMILES) is C[C@H]1NCC1=O. The HOMO energy comes out at -9.61 eV.

Each line ends with the Löwdin charge.
CARTESIAN COORDINATES (ANGSTROEM)
1 C 0.644 -1.557 -0.328  -0.050
2 C 0.273 -0.325 0.482  -0.316
3 N 0.774 0.958 -0.083  -0.016
4 C -0.593 1.492 -0.299  -0.107
5 C -1.154 0.190 0.272  -0.351
6 O -2.249 -0.242 0.498  0.115
7 H 1.707 -1.791 -0.216  0.077
8 H 0.446 -1.382 -1.390  0.084
9 H 0.055 -2.418 0.003  0.082
10 H 0.504 -0.475 1.546  0.149
11 H 1.294 1.500 0.598  0.099
12 H -0.826 1.666 -1.356  0.115
13 H -0.874 2.384 0.273  0.120

Forces on atoms 1 to 6 (eV/Å):
0.0 0.0 0.0
0.0 -0.3 0.1
0.2 0.1 0.1
-0.2 0.2 -0.1
-0.4 -0.2 0.1
0.5 0.2 -0.2

***

Entry from OMol25: a cluster of 6 separate species, C18H42N6O6 in total in a non-equilibrium geometry (ωB97M-V with the def2-TZVPD basis set).

As for the multiplicity: 2. The charge is -1. The value obtained for the HOMO-LUMO gap (alpha / beta) is 2.156 / 9.002 eV. Its total energy is -1490.99490 a.u. The HOMO energy (alpha / beta) comes out at 0.29 / -6.66 eV.

Each line ends with the Löwdin charge.
CARTESIAN COORDINATES (ANGSTROEM)
1 C 6.622 8.346 0.968  -0.011
2 C 7.647 9.286 1.569  -0.551
3 O 7.621 9.514 2.789  -0.005
4 N 8.630 9.779 0.843  0.007
5 C 9.584 10.780 1.236  -0.145
6 H 5.672 8.435 1.494  0.073
7 H 6.747 7.265 1.024  0.081
8 H 6.360 8.609 -0.057  0.042
9 H 8.461 9.936 -0.141  0.089
10 H 10.019 10.740 2.234  0.076
11 H 9.297 11.819 1.075  0.051
12 H 10.467 10.493 0.665  0.046
13 C 8.387 12.264 -4.226  -0.066
14 C 7.265 12.970 -3.476  -0.594
15 O 6.807 14.003 -3.993  -0.018
16 N 6.939 12.467 -2.295  0.004
17 C 6.011 13.084 -1.395  -0.108
18 H 8.822 11.451 -3.645  0.034
19 H 9.198 12.981 -4.350  0.070
20 H 7.959 11.959 -5.181  0.074
21 H 7.332 11.621 -1.908  0.095
22 H 6.114 14.169 -1.414  0.081
23 H 6.233 12.693 -0.402  0.057
24 H 5.025 12.748 -1.717  0.075
25 C 6.708 16.866 -5.237  -0.021
26 C 5.353 17.287 -4.776  -0.583
27 O 5.376 18.412 -4.294  -0.008
28 N 4.225 16.602 -4.830  0.028
29 C 4.017 15.255 -5.325  -0.081
30 H 6.574 16.160 -6.057  0.067
31 H 7.301 16.546 -4.381  0.084
32 H 7.257 17.689 -5.694  0.080
33 H 3.423 17.119 -4.500  0.141
34 H 3.448 14.630 -4.636  0.075
35 H 4.975 14.784 -5.546  0.063
36 H 3.400 15.283 -6.223  0.070
37 C 7.208 16.058 4.508  -0.026
38 C 6.666 14.596 4.439  -0.478
39 O 6.061 14.207 5.504  -0.042
40 N 6.747 13.930 3.250  -0.005
41 C 6.059 12.682 3.068  -0.083
42 H 7.964 16.307 3.764  0.060
43 H 7.735 16.357 5.414  0.067
44 H 6.280 16.630 4.541  0.076
45 H 7.019 14.358 2.376  0.124
46 H 5.041 13.066 3.005  0.085
47 H 6.286 11.964 3.855  0.092
48 H 6.191 12.130 2.137  0.065
49 C 3.881 8.638 -1.293  -0.015
50 C 3.589 9.804 -0.393  -0.641
51 O 4.416 10.551 0.030  0.051
52 N 2.402 9.983 0.053  -0.025
53 C 2.008 11.127 0.719  -0.095
54 H 4.923 8.771 -1.583  0.066
55 H 3.328 8.819 -2.215  0.074
56 H 3.606 7.676 -0.859  0.086
57 H 1.651 9.349 -0.177  0.146
58 H 2.715 11.657 1.357  0.090
59 H 1.064 10.878 1.204  0.090
60 H 1.829 11.790 -0.128  0.093
61 C 10.724 8.619 -3.259  -0.041
62 C 10.283 8.059 -1.888  -0.630
63 O 9.140 7.748 -1.721  0.028
64 N 11.135 8.063 -0.893  0.017
65 C 12.522 8.506 -0.870  -0.116
66 H 9.901 9.145 -3.743  0.055
67 H 11.094 7.830 -3.914  0.071
68 H 11.466 9.417 -3.252  0.043
69 H 10.755 7.593 -0.084  0.142
70 H 12.674 9.297 -0.136  0.066
71 H 12.893 8.926 -1.805  0.068
72 H 13.139 7.637 -0.641  0.073

Forces on atoms 1 to 6 (eV/Å):
-1.2 0.2 -0.6
-0.8 -0.9 3.1
-0.3 -0.2 -0.6
0.5 1.1 -1.7
1.6 -0.3 0.7
0.1 0.6 0.4

***

Entry from OMol25: a cluster of 8 separate species, C18H38Br12N2O2 in total in a non-equilibrium geometry (ωB97M-V with the def2-TZVPD basis set).

As for the multiplicity: 1. The charge is 0. The value obtained for the HOMO-LUMO gap is 9.078 eV. Its total energy is -31856.77309 a.u. Its structure (SMILES) is CN(C)C=O.CN(C)C=O.BrCCBr.BrCCBr.BrCCBr.BrCCBr.BrCCBr.BrCCBr. The HOMO energy comes out at -9.12 eV.

Each line ends with the Löwdin charge.
CARTESIAN COORDINATES (ANGSTROEM)
1 C -4.427 -0.451 -0.239  -0.127
2 N -5.516 -1.079 0.412  -0.185
3 C -5.332 -1.260 1.877  -0.006
4 C -6.642 -1.269 -0.271  -0.355
5 O -7.700 -1.548 0.269  0.005
6 H -3.547 -1.076 -0.090  -0.022
7 H -4.300 0.535 0.208  0.060
8 H -4.465 -0.264 -1.312  0.088
9 H -5.301 -0.332 2.448  0.089
10 H -6.136 -1.823 2.349  0.090
11 H -4.367 -1.760 1.960  0.041
12 H -6.468 -1.072 -1.340  0.133
13 C 5.300 0.946 0.275  -0.120
14 N 4.303 1.902 -0.080  -0.177
15 C 3.475 1.515 -1.240  -0.108
16 C 4.052 2.980 0.620  -0.419
17 O 3.339 3.918 0.297  -0.032
18 H 5.984 0.891 -0.572  0.055
19 H 4.836 -0.015 0.497  0.050
20 H 5.792 1.152 1.226  0.093
21 H 2.818 0.696 -0.946  0.027
22 H 2.799 2.329 -1.500  0.074
23 H 4.022 1.273 -2.151  0.054
24 H 4.617 2.977 1.565  0.128
25 Br -3.661 3.749 1.551  0.575
26 C -4.780 3.443 -0.096  -0.655
27 C -4.116 3.915 -1.410  -0.575
28 Br -2.595 2.618 -1.769  0.581
29 H -5.718 3.984 0.036  0.057
30 H -5.096 2.402 -0.169  0.023
31 H -3.751 4.913 -1.164  0.049
32 H -4.797 4.061 -2.248  0.066
33 Br 0.739 0.973 -3.703  0.612
34 C 1.447 -0.895 -3.668  -0.639
35 C 1.722 -1.362 -5.136  -0.629
36 Br 2.570 -3.152 -5.072  0.591
37 H 0.732 -1.511 -3.122  0.020
38 H 2.319 -0.860 -3.014  -0.008
39 H 2.508 -0.763 -5.597  0.044
40 H 0.825 -1.398 -5.754  0.057
41 Br 0.916 1.601 1.180  0.704
42 C 0.090 0.298 -0.104  -0.647
43 C -0.478 -0.959 0.678  -0.615
44 Br -1.376 -1.995 -0.769  0.660
45 H 0.904 0.018 -0.773  -0.026
46 H -0.689 0.856 -0.624  -0.029
47 H -1.267 -0.698 1.383  0.052
48 H 0.256 -1.482 1.289  0.001
49 Br 2.403 -2.585 -0.010  0.666
50 C 4.281 -3.233 -0.119  -0.616
51 C 4.844 -3.170 -1.555  -0.598
52 Br 5.143 -1.277 -2.019  0.716
53 H 4.240 -4.295 0.126  0.050
54 H 4.893 -2.744 0.639  0.059
55 H 4.181 -3.520 -2.346  0.018
56 H 5.825 -3.644 -1.585  0.062
57 Br -0.693 4.577 4.694  0.539
58 C -0.168 4.903 2.825  -0.674
59 C 1.242 5.534 2.771  -0.640
60 Br 2.481 4.463 3.846  0.578
61 H -1.014 5.501 2.488  0.030
62 H -0.119 3.952 2.295  -0.024
63 H 1.350 6.582 3.052  0.059
64 H 1.562 5.416 1.735  0.044
65 Br -2.558 -4.221 2.481  0.588
66 C -0.615 -4.688 2.358  -0.635
67 C -0.403 -6.127 1.933  -0.664
68 Br 1.496 -6.593 1.538  0.565
69 H -0.234 -4.470 3.356  0.059
70 H -0.228 -4.028 1.582  0.006
71 H -0.984 -6.411 1.055  0.052
72 H -0.767 -6.844 2.669  0.054

Forces on atoms 1 to 6 (eV/Å):
1.5 0.5 0.3
0.0 -0.1 0.8
-0.3 -0.1 -0.9
-1.2 0.1 1.3
-0.1 -0.2 -0.8
0.1 0.5 0.1

***

Entry from OMol25: the molecule C6H14O (ωB97M-V with the def2-TZVPD basis set).

As for the multiplicity: 1. The charge is 0. The value obtained for the HOMO-LUMO gap is 11.214 eV. Its total energy is -312.24705 a.u. Its structure (SMILES) is CC(C)C[C@@H](C)O. The HOMO energy comes out at -10.25 eV.

Each line ends with the Löwdin charge.
CARTESIAN COORDINATES (ANGSTROEM)
1 C -1.399 -0.861 -1.044  -0.087
2 C -1.153 -0.383 0.388  -0.424
3 C -2.293 0.532 0.843  -0.096
4 C 0.191 0.350 0.588  -0.149
5 C 1.338 -0.038 -0.335  -0.468
6 C 2.598 0.759 -0.007  -0.056
7 O 1.568 -1.433 -0.182  -0.041
8 H -2.384 -1.337 -1.117  0.078
9 H -0.643 -1.594 -1.343  0.070
10 H -1.382 -0.027 -1.758  0.083
11 H -1.146 -1.275 1.026  0.134
12 H -3.259 0.016 0.821  0.075
13 H -2.365 1.403 0.177  0.081
14 H -2.129 0.909 1.860  0.077
15 H 0.526 0.201 1.624  0.128
16 H 0.035 1.431 0.465  0.121
17 H 1.038 0.178 -1.374  0.136
18 H 2.934 0.517 1.007  0.085
19 H 2.410 1.837 -0.065  0.081
20 H 3.411 0.524 -0.704  0.077
21 H 2.268 -1.682 -0.798  0.095

Forces on atoms 1 to 6 (eV/Å):
0.0 0.0 0.0
0.0 0.0 0.0
-0.1 0.0 0.0
0.0 0.0 0.0
-0.1 0.3 0.0
0.0 0.0 0.0